[1]
{"formula": "C27H39F16IO7S", "method": "ωB97M-V with the def2-TZVPD basis set", "elements": ["C", "C", "O", "C", "C", "C", "C", "C", "C", "S", "C", "C", "C", "O", "C", "C", "O", "O", "C", "O", "C", "C", "C", "I", "H", "H", "H", "H", "H", "H", "H", "H", "H", "H", "H", "H", "H", "H", "H", "H", "H", "H", "H", "H", "H", "H", "H", "H", "H", "H", "H", "H", "H", "H", "H", "C", "C", "C", "F", "F", "F", "F", "O", "C", "C", "F", "F", "F", "F", "H", "H", "H", "H", "C", "C", "C", "F", "F", "F", "F", "O", "C", "C", "F", "F", "F", "F", "H", "H", "H", "H"], "coordinates": [[4.0316, 2.6451, 6.2221], [4.3263, 1.7906, 4.8466], [3.4083, 2.0673, 3.7347], [2.0162, 1.7206, 4.0363], [1.7415, 0.1722, 4.4770], [1.7491, -0.9292, 3.2664], [1.0447, -0.4510, 1.8693], [1.9859, 0.4476, 0.8742], [2.6436, -0.4043, -0.3776], [3.3269, 0.9017, -1.5884], [3.3495, -1.2356, 2.8854], [4.0782, -2.2165, 4.0243], [5.7303, -2.1169, 3.9876], [6.2536, -1.5572, 2.7279], [6.5037, -2.5964, 1.7172], [5.6182, -3.9596, 1.4784], [7.5727, -2.4054, 0.8989], [1.2419, -2.1922, 3.8281], [-0.2115, -2.3346, 3.6966], [-1.1466, -1.4349, 4.0052], [-0.7589, -3.8130, 3.1635], [-1.9667, -3.7178, 2.0611], [-1.6352, -2.7713, 0.7533], [-3.9509, -3.2535, 2.9726], [3.1637, 3.4211, 6.0899], [3.6769, 1.8567, 7.0363], [5.0285, 3.1350, 6.6572], [4.4586, 0.6219, 5.0521], [5.4052, 2.1446, 4.4764], [1.3771, 2.0404, 3.0797], [1.5827, 2.4022, 4.9156], [0.6646, 0.1586, 4.9925], [2.4760, -0.2421, 5.3149], [0.7580, -1.4296, 1.2476], [0.1116, 0.2043, 2.1508], [2.8280, 1.0655, 1.3993], [1.2610, 1.2507, 0.3692], [1.8909, -1.1111, -0.9296], [3.5723, -1.0586, -0.0771], [2.7258, 0.7551, -2.8488], [3.9701, -0.2613, 2.7013], [3.2893, -1.9170, 1.9069], [3.8100, -3.3347, 3.7143], [3.6493, -2.0670, 5.1026], [6.0525, -1.4967, 4.9444], [6.1506, -3.2025, 4.1467], [5.7569, -4.6727, 2.4104], [4.4759, -3.6796, 1.3880], [5.8987, -4.5304, 0.4686], [-1.2120, -4.3348, 4.1361], [0.1350, -4.4986, 2.7788], [-2.1071, -4.8214, 1.6278], [-1.6549, -1.6208, 0.9658], [-2.3672, -3.1056, -0.1255], [-0.5493, -3.0884, 0.3720], [-2.1520, 3.0663, -5.4466], [-1.9298, 3.9598, -4.2174], [-0.6505, 4.7922, -4.2450], [0.4645, 4.0317, -4.3283], [-0.5304, 5.5203, -3.1020], [-2.0041, 3.1976, -3.0948], [-2.9944, 4.8213, -4.1476], [-1.7457, 1.7002, -5.3204], [-0.3561, 1.4526, -5.5438], [0.3812, 0.9930, -4.2813], [0.2491, 1.8788, -3.2639], [1.7171, 0.8649, -4.5131], [0.1999, 2.5479, -6.1148], [-0.3032, 0.4743, -6.4885], [-3.2360, 3.0103, -5.5967], [-1.7724, 3.5216, -6.3703], [-0.6556, 5.4942, -5.0828], [0.0030, 0.0257, -3.9347], [-5.2427, 0.9323, -3.1239], [-6.0675, 1.9629, -3.9089], [-7.4870, 2.1845, -3.3929], [-8.2309, 1.0555, -3.4129], [-8.1425, 3.0865, -4.1724], [-6.0629, 1.6260, -5.2255], [-5.3979, 3.1572, -3.8330], [-5.2072, -0.3938, -3.6601], [-6.3264, -1.2178, -3.3275], [-7.1932, -1.5697, -4.5415], [-7.6362, -0.4640, -5.1881], [-8.2997, -2.2698, -4.1672], [-7.0257, -0.6280, -2.3284], [-5.8018, -2.3541, -2.7927], [-4.2008, 1.2683, -3.1719], [-5.4800, 0.9334, -2.0524], [-7.4782, 2.5768, -2.3728], [-6.6347, -2.1775, -5.2609]], "homo_lumo_gap_ev": 8.90, "homo_ha": -0.325}



[2]
{"formula": "C27H39N5O3SSi3Ti", "method": "ωB97M-V with the def2-TZVPD basis set", "elements": ["Ti", "C", "Si", "C", "C", "N", "C", "C", "C", "C", "C", "C", "N", "Si", "C", "C", "C", "H", "H", "H", "H", "H", "H", "H", "H", "H", "H", "H", "H", "H", "H", "H", "H", "H", "H", "H", "H", "H", "H", "C", "C", "C", "C", "C", "C", "Si", "C", "C", "C", "C", "C", "C", "H", "H", "H", "H", "H", "H", "H", "H", "H", "H", "H", "O", "N", "O", "O", "S", "C", "N", "C", "C", "N", "H", "H", "H", "H", "H", "H"], "coordinates": [[0.2887, -0.0395, 0.0109], [1.0852, 2.8819, 2.0236], [1.1013, 1.1981, 2.8515], [2.8164, 0.4476, 2.9040], [0.6988, 1.6463, 4.6609], [-0.0284, 0.1485, 2.0491], [-0.8100, -0.8443, 2.5965], [-0.9287, -1.0941, 3.9726], [-1.7586, -2.0801, 4.4860], [-2.5149, -2.8516, 3.6143], [-2.4071, -2.6442, 2.2480], [-1.5427, -1.6826, 1.6847], [-1.3416, -1.5039, 0.3369], [-2.0142, -2.6430, -0.7791], [-1.6667, -2.2983, -2.5823], [-3.9087, -2.7680, -0.6829], [-1.2867, -4.3652, -0.4831], [1.8437, 3.5250, 2.4828], [0.1116, 3.3598, 2.1672], [1.2980, 2.8113, 0.9572], [3.5292, 1.1341, 3.3738], [3.1605, 0.2244, 1.8919], [2.8073, -0.4790, 3.4863], [1.2725, 2.5446, 4.9123], [0.9732, 0.8716, 5.3799], [-0.3618, 1.8805, 4.7913], [-0.3508, -0.4949, 4.6584], [-1.8106, -2.2365, 5.5581], [-3.1807, -3.6221, 3.9887], [-2.9958, -3.2666, 1.5897], [-2.0404, -1.3269, -2.9037], [-2.1814, -3.0734, -3.1632], [-0.6031, -2.3280, -2.8143], [-4.3203, -1.8236, -0.3183], [-4.2670, -3.5681, -0.0309], [-4.3203, -2.9408, -1.6819], [-0.1982, -4.2978, -0.5614], [-1.6403, -5.0737, -1.2393], [-1.5282, -4.7633, 0.5042], [-0.4493, 6.0912, -2.0988], [-0.8656, 6.0074, -0.7774], [-1.2203, 4.7771, -0.2397], [-1.1677, 3.6019, -0.9950], [-0.7272, 3.7063, -2.3179], [-0.3813, 4.9345, -2.8641], [-1.6924, 1.9719, -0.1840], [-3.2839, 1.3658, -0.9907], [-4.4289, 1.1469, -0.2187], [-5.6169, 0.7153, -0.7907], [-5.6883, 0.4813, -2.1582], [-4.5583, 0.6797, -2.9399], [-3.3739, 1.1160, -2.3627], [-0.1642, 7.0472, -2.5237], [-0.9083, 6.8990, -0.1614], [-1.5441, 4.7258, 0.7945], [-0.5960, 2.8092, -2.9089], [-0.0315, 4.9822, -3.8890], [-2.1338, 2.4317, 1.1686], [-4.3850, 1.3166, 0.8519], [-6.4875, 0.5480, -0.1663], [-6.6105, 0.1315, -2.6071], [-4.5961, 0.4831, -4.0056], [-2.4965, 1.2530, -2.9874], [1.9682, 1.0431, -0.1903], [2.5950, -0.0296, -0.8583], [3.8821, -0.0590, -0.7023], [1.9148, -1.1645, -0.4026], [0.3581, 0.3345, -2.4489], [2.1824, 0.1379, -2.3820], [2.9501, 1.2353, -2.9209], [3.9969, 0.6697, -3.7788], [3.9969, -0.8309, -3.4935], [2.6024, -1.0280, -3.1094], [3.3557, 1.7117, -2.1230], [4.9631, 1.1342, -3.5742], [3.7386, 0.8503, -4.8285], [4.6921, -1.0714, -2.6865], [4.2362, -1.4189, -4.3865], [2.4310, -1.8378, -2.5239]], "spin_multiplicity": 3, "s_squared": 2.01, "total_charge": -2, "homo_lumo_gap_ev": [5.52, 4.65], "homo_ha": [-0.031, -0.040], "e_above_lowest_kcal_mol": 24.47}



[3]
{"formula": "C27H40N3O2PdS2Sb", "method": "ωB97M-V with the def2-TZVPD basis set", "elements": ["Pd", "C", "S", "C", "S", "N", "N", "C", "C", "C", "C", "C", "C", "N", "H", "H", "H", "H", "H", "H", "H", "H", "C", "C", "C", "Sb", "C", "C", "C", "C", "C", "C", "H", "H", "H", "H", "H", "H", "H", "H", "H", "H", "H", "H", "H", "H", "H", "H", "H", "H", "H", "H", "H", "C", "C", "C", "C", "C", "C", "C", "C", "C", "C", "O", "O", "H", "H", "H", "H", "H", "H", "H", "H", "H", "H", "H"], "coordinates": [[-0.8309, 0.3257, 0.2848], [-4.0796, 4.4115, 1.0426], [-4.8174, 2.8155, 1.4199], [-3.5743, 1.6402, 1.0008], [-2.1101, 2.2411, 0.2548], [-3.9218, 0.4502, 1.4110], [-2.9718, -0.4819, 1.0610], [-2.9592, -1.6151, 1.6316], [-1.8041, -2.5124, 1.3444], [-1.8030, -3.7881, 1.8924], [-0.6876, -4.5954, 1.7315], [0.3974, -4.0958, 1.0351], [0.3143, -2.8123, 0.5130], [-0.7584, -2.0379, 0.6382], [-4.8496, 5.1372, 1.3031], [-3.8407, 4.5176, -0.0126], [-3.1925, 4.5967, 1.6435], [-3.6911, -1.9215, 2.3792], [-2.6634, -4.1260, 2.4538], [-0.6625, -5.5879, 2.1617], [1.3042, -4.6699, 0.9108], [1.1572, -2.3704, -0.0015], [-1.6309, -1.9064, -4.4765], [-1.0282, -1.7548, -3.0844], [0.4613, -2.0905, -3.1031], [-1.3216, 0.1745, -2.1890], [-3.3431, 0.6803, -2.6851], [-3.6635, 1.0727, -4.1219], [-4.2259, -0.4748, -2.2067], [0.0869, 1.4091, -3.2414], [-0.3968, 1.9984, -4.5612], [0.6224, 2.4961, -2.3144], [-1.4153, -2.9062, -4.8651], [-1.2041, -1.1902, -5.1821], [-2.7124, -1.7818, -4.4810], [-1.5312, -2.4403, -2.3963], [0.9896, -1.5122, -3.8638], [0.6067, -3.1465, -3.3462], [0.9506, -1.8986, -2.1473], [-3.5153, 1.5370, -2.0318], [-3.3825, 0.3118, -4.8509], [-3.1878, 2.0061, -4.4178], [-4.7446, 1.2162, -4.2122], [-4.0656, -1.3854, -2.7896], [-5.2791, -0.2035, -2.3174], [-4.0578, -0.7106, -1.1565], [0.8939, 0.6996, -3.4477], [-1.1585, 2.7610, -4.3902], [-0.8137, 1.2579, -5.2450], [0.4349, 2.4902, -5.0741], [-0.1535, 3.2261, -2.0696], [1.4343, 3.0328, -2.8126], [1.0007, 2.0937, -1.3723], [3.1403, 0.6732, 7.6771], [2.5541, 0.5807, 6.2956], [3.1768, 1.1945, 5.2172], [2.6473, 1.1387, 3.9325], [3.3772, 1.8281, 2.8100], [1.4401, 0.4651, 3.7331], [0.7926, -0.1642, 4.8012], [-0.4877, -0.9393, 4.6196], [1.3690, -0.1037, 6.0643], [0.8483, 0.4106, 2.3561], [-0.3875, 0.7445, 2.2524], [1.5197, 0.0419, 1.3809], [4.2064, 0.8954, 7.6373], [3.0072, -0.2569, 8.2304], [2.6595, 1.4676, 8.2521], [4.1091, 1.7266, 5.3734], [4.2764, 2.3091, 3.1925], [2.7515, 2.5921, 2.3435], [3.6485, 1.1268, 2.0230], [-0.4428, -1.5855, 3.7412], [-1.3376, -0.2736, 4.4744], [-0.6682, -1.5639, 5.4952], [0.8773, -0.6115, 6.8876]], "homo_lumo_gap_ev": 7.25, "homo_ha": -0.275, "e_above_lowest_kcal_mol": 0.00}



> Which formula does entry 3 have?

C27H40N3O2PdS2Sb